*i*
Here is a 10-piece molecular cluster, C20H40Br20 overall from the OMol25 dataset. Energies are from wB97M-V/def2-TZVPD.

```
! RIJCOSX wB97M-V def2-TZVPD def2/J DEFGRID3
* xyz 0 1
Br -4.8088 -1.6527 -1.7387
C -3.9581 -0.7650 -3.2836
C -4.9063 -0.8877 -4.4547
Br -4.2752 0.0038 -6.0786
H -3.0770 -1.3563 -3.5332
H -3.6939 0.2580 -3.0158
H -5.9286 -0.5672 -4.2539
H -5.0882 -1.9061 -4.7980
Br 0.8748 -7.1302 -0.9766
C 1.4893 -6.5102 -2.7783
C 0.9788 -5.0601 -2.8738
Br 1.2463 -4.1776 -4.6372
H 1.0378 -7.2056 -3.4859
H 2.5757 -6.5991 -2.7863
H 1.4942 -4.4651 -2.1198
H -0.0935 -4.9565 -2.7075
Br 2.9308 -2.2311 0.9589
C 3.6532 -2.1473 -0.8500
C 4.1767 -3.5613 -1.1505
Br 4.6819 -3.7736 -2.9941
H 4.4640 -1.4188 -0.8459
H 2.9037 -1.9099 -1.6050
H 3.4875 -4.3557 -0.8640
H 5.0166 -3.8438 -0.5157
Br -0.1944 1.8931 -3.4339
C 0.1258 1.0701 -5.1907
C -0.3448 2.0025 -6.1756
Br -0.2465 1.3416 -8.0642
H -0.4934 0.1746 -5.2435
H 1.1785 0.8620 -5.3819
H 0.2161 2.9345 -6.2461
H -1.3633 2.3103 -5.9386
Br 8.2584 2.3192 1.5563
C 6.6298 1.2831 1.0289
C 5.5756 2.1429 0.2802
Br 3.8631 1.1562 0.0368
H 6.1929 0.8393 1.9235
H 6.9549 0.4098 0.4636
H 5.8978 2.3672 -0.7366
H 5.3892 3.1127 0.7417
Br -3.4300 -1.9629 1.6524
C -4.3729 -2.4605 3.3318
C -4.0891 -1.4072 4.4157
Br -5.2387 -1.9467 5.9285
H -3.9076 -3.3865 3.6697
H -5.4208 -2.5474 3.0450
H -4.3931 -0.4051 4.1132
H -3.0352 -1.2867 4.6663
Br 4.2272 0.2617 4.4410
C 2.4651 0.5479 3.4962
C 1.2979 -0.1055 4.3872
Br -0.4493 -0.2542 3.3444
H 2.4809 -0.0545 2.5879
H 2.3998 1.6024 3.2280
H 1.0440 0.4281 5.3031
H 1.5570 -1.1244 4.6749
Br -2.7517 5.7405 0.8667
C -3.5694 3.8945 1.0453
C -4.8044 3.9192 1.8163
Br -5.3274 1.9953 2.0054
H -2.7493 3.3428 1.5047
H -3.7212 3.5168 0.0341
H -5.5574 4.4424 1.2270
H -4.4421 4.3026 2.7702
Br -0.2708 1.9104 0.7511
C 0.4627 0.3601 -0.2116
C -0.6112 -0.6130 -0.7479
Br 0.1816 -1.9087 -2.1162
H 1.2015 0.0612 0.5321
H 1.0758 0.8234 -0.9846
H -1.4870 -0.0973 -1.1416
H -1.0561 -1.1759 0.0727
Br 1.0869 3.4745 5.7969
C 0.6820 3.8810 3.9374
C -0.6070 4.6346 3.7568
Br -2.2276 3.6563 4.5031
H 0.5042 2.9334 3.4289
H 1.4416 4.5401 3.5172
H -0.8018 4.9446 2.7301
H -0.6082 5.5229 4.3885
*
```

Calculated values
Kohn-Sham gap, eV: 9.88
Structure (SMILES): BrCCBr.BrCCBr.BrCCBr.BrCCBr.BrCCBr.BrCCBr.BrCCBr.BrCCBr.BrCCBr.BrCCBr
HOMO energy, eV: -9.83
LUMO, eV: 0.05

Atomic partial charges in e from the Mulliken method, atoms 1 to 8:
1. Br -0.16
2. C -0.41
3. C -0.71
4. Br -0.18
5. H 0.28
6. H 0.38
7. H 0.41
8. H 0.39

=====

*ii*
Here is C20H40Br20 as an isolated structure from the OMol25 dataset. Energies are from wB97M-V/def2-TZVPD.

```
! RIJCOSX wB97M-V def2-TZVPD def2/J DEFGRID3
* xyz 0 1
Br 13.5048 4.4023 9.4131
C 14.5625 3.9369 11.0131
C 14.6446 5.1027 11.9483
Br 15.5105 4.5770 13.6225
H 15.5543 3.6865 10.6275
H 14.2299 2.9961 11.4457
H 13.6370 5.4406 12.1772
H 15.2550 5.8890 11.5147
Br 15.2130 10.6761 3.3502
C 16.2789 10.4761 5.0026
C 17.7306 10.6072 4.6546
Br 18.7946 10.0770 6.2436
H 16.0227 9.4983 5.4054
H 15.9189 11.2189 5.7081
H 17.9826 11.6454 4.4751
H 18.0040 9.8897 3.8918
Br 17.4738 1.8548 9.0244
C 16.7169 3.0593 7.6322
C 17.5858 4.2886 7.4368
Br 17.5661 4.8184 5.5373
H 15.6773 3.2586 7.8568
H 16.7426 2.4690 6.7218
H 18.6259 4.0963 7.6893
H 17.2991 5.0937 8.1137
Br 19.1630 8.5277 11.7978
C 20.3301 6.9541 12.0373
C 19.5981 5.6636 12.2485
Br 18.4266 5.1958 10.7070
H 20.9508 7.2048 12.8946
H 20.9715 6.9001 11.1597
H 18.9546 5.6990 13.1220
H 20.3065 4.8416 12.2943
Br 24.0046 9.7033 7.1073
C 22.2674 8.8502 6.9148
C 21.6278 8.8678 8.2812
Br 19.9418 7.8784 8.2323
H 22.4973 7.9002 6.4434
H 21.6680 9.4143 6.2037
H 21.4260 9.9113 8.5264
H 22.2622 8.5270 9.0949
Br 16.1111 10.5544 8.8750
C 17.1292 8.9501 9.3049
C 16.2525 7.7085 9.3992
Br 15.2908 7.4609 7.7192
H 17.6360 9.2511 10.2138
H 17.7794 8.8022 8.4488
H 15.5291 7.8386 10.2011
H 16.8616 6.8336 9.6141
Br 12.8738 8.0049 10.9436
C 11.6483 8.5178 9.4652
C 10.4079 9.0931 10.0876
Br 9.4500 10.2292 8.8005
H 11.5862 7.6826 8.7767
H 12.1695 9.3216 8.9475
H 10.6720 9.7330 10.9239
H 9.6573 8.4184 10.4910
Br 12.5188 11.9716 11.1233
C 13.0956 13.3823 9.9232
C 11.8495 13.9413 9.2239
Br 12.1991 15.6415 8.3575
H 13.9250 13.0477 9.3153
H 13.4140 14.1910 10.5775
H 11.0988 14.1171 9.9879
H 11.4219 13.2401 8.5120
Br 22.7061 10.3585 9.9748
C 21.2275 11.0731 11.0664
C 19.9758 11.3397 10.2718
Br 18.5455 11.6394 11.5824
H 21.6565 11.9410 11.5611
H 21.0437 10.3708 11.8768
H 19.7055 10.4729 9.6740
H 20.0759 12.2016 9.6198
Br 14.3519 6.9732 4.0023
C 14.1467 5.0588 4.3228
C 13.7325 4.7317 5.7312
Br 13.6881 2.7917 5.9453
H 15.0740 4.5532 4.0755
H 13.4071 4.7463 3.5897
H 12.7387 5.1002 5.9767
H 14.4119 5.1843 6.4527
*
```

Calculated values
Kohn-Sham gap, eV: 9.47
HOMO energy, eV: -9.45
LUMO, eV: 0.03

Atomic partial charges in e from the Mulliken method, atoms 1 to 8:
1. Br -0.12
2. C -0.27
3. C -0.13
4. Br -0.16
5. H 0.01
6. H 0.50
7. H 0.41
8. H -0.19

=====

What should be chosen as the most stable of them? Choose *i*.

=====

*i*
Here is one molecule with the formula C6H10FNO2 from the OMol25 dataset. Energies are from wB97M-V/def2-TZVPD.

```
! RIJCOSX wB97M-V def2-TZVPD def2/J DEFGRID3
* xyz 0 1
C 0.8949 2.1268 0.8283
C 0.8747 1.3103 -0.2059
F 0.2644 1.7142 -1.3941
C 1.7185 0.0879 -0.4866
C 0.8533 -1.1180 -0.9095
C -0.1245 -1.6599 0.0866
C -0.9543 -0.5502 0.7202
N -2.0555 -0.2074 0.1592
O -2.6105 -0.6490 -0.8375
O -2.7039 0.8734 0.8634
H 0.2828 2.9602 0.6751
H 1.5104 1.6736 1.5813
H 2.2484 -0.1672 0.5436
H 2.4277 0.3529 -1.1843
H 1.7040 -1.9833 -1.0703
H 0.3115 -1.0781 -1.9113
H -0.6957 -2.3814 -0.5056
H 0.3731 -2.1613 0.8651
H -0.8687 -0.2591 1.7540
H -3.4504 1.1156 0.4281
*
```

Calculated values
Kohn-Sham gap, eV: 9.46
Structure (SMILES): C=C(F)CCC/C=[N+](\[O-])O
HOMO energy, eV: -8.68
LUMO, eV: 0.78

Atomic partial charges in e from the Mulliken method, atoms 1 to 8:
1. C -0.94
2. C 0.46
3. F -0.33
4. C -0.56
5. C -0.45
6. C -0.74
7. C -0.45
8. N 0.87

=====

*ii*
Here is one molecule with the formula C6H10FNO2 from the OMol25 dataset. Energies are from wB97M-V/def2-TZVPD.

```
! RIJCOSX wB97M-V def2-TZVPD def2/J DEFGRID3
* xyz 0 1
N 0.8228 1.4097 1.1687
C 0.5160 0.2682 0.1956
C 0.4420 0.8207 -1.1747
O 0.7517 0.0563 -2.0458
O -0.0963 2.0376 -1.2463
C 1.1414 -0.9999 0.2296
C -0.0460 -2.0422 -0.3757
C -1.4120 -1.3054 0.0341
C -0.9395 0.0292 0.8248
F -0.8679 -0.3306 2.1472
H 0.4918 2.3680 0.5690
H 0.5450 1.2194 2.0871
H -0.1716 2.2271 -2.2648
H 1.3474 -1.2443 1.2906
H 2.2487 -1.3006 -0.2827
H 0.0203 -2.2472 -1.4440
H -0.1491 -3.1237 -0.0439
H -2.0901 -2.1319 0.5001
H -2.0014 -0.8718 -0.8716
H -1.6436 0.8372 0.8894
*
```

Calculated values
Kohn-Sham gap, eV: 9.23
Structure (SMILES): N[C@@]1(C(=O)O)CCC[C@H]1F
HOMO energy, eV: -8.82
LUMO, eV: 0.40

Atomic partial charges in e from the Mulliken method, atoms 1 to 8:
1. N -0.85
2. C 1.55
3. C -0.08
4. O -0.53
5. O -0.52
6. C -1.22
7. C -0.54
8. C -0.64

=====

What should be chosen as the most stable of them? Choose *ii*.